2 unconnected molecules or ions with the total composition H4O2 at a distorted geometry. Source: OMol25; level of theory: ωB97M-V/def2-TZVPD.

Element x y z (Å)
H  -1.365845  0.867238  -1.500680
H  -1.064958  -0.644329  -1.170807
O  -0.944852  0.274489  -0.960401
H  1.587986  0.184189  1.774980
H  0.406630  -0.458182  0.944007
O  1.381037  -0.223406  0.912903

Force components x, y, z for each atom (eV/Å):
H -1.8 2.2 -2.7
H -0.5 -0.6 -1.0
O 2.5 -1.7 4.0
H 0.2 0.4 0.4
H 0.7 0.2 -0.1
O -1.1 -0.5 -0.5

The value obtained for the gap between HOMO and LUMO (spin up / spin down) is 14.6 / 4.8 eV. The total energy is -4147.8283 eV. The spin multiplicity is 2. For the energy above the lowest of the compared OMol25 structures with the same formula, charge and spin, the calculation gives 29.5 kcal/mol. Its charge is +1.